one:
18
Properties=species:S:1:pos:R:3:mulliken_charge:R:1 method="wB97M-V/def2-TZVPD" homo_lumo_gap_ev=6.1 homo_energy_ev=-8.853
C -0.286 1.093 1.190 -1.159
C -0.762 -0.251 0.751 0.144
C 0.295 -1.034 0.101 0.047
C 0.451 -0.868 -1.385 -1.163
H 0.049 1.759 0.384 0.319
H -1.006 1.755 1.687 0.357
H 0.602 1.068 1.827 0.412
H -1.654 0.097 -0.108 0.091
H -1.329 -0.765 1.531 0.359
H 0.379 -2.034 0.522 0.342
H 0.302 0.172 -1.665 0.315
H 1.428 -1.092 -1.812 0.332
H 1.274 -0.472 0.532 0.160
H 3.318 0.474 0.337 0.185
O 2.354 0.450 0.319 -0.713
H -3.016 0.779 -1.073 0.260
H -0.244 -1.478 -1.970 0.355
O -2.155 0.348 -1.167 -0.646

---

two:
18
Properties=species:S:1:pos:R:3:mulliken_charge:R:1 method="wB97M-V/def2-TZVPD" homo_lumo_gap_ev=10.7 smiles=CCCOC.O homo_energy_ev=-10.091
O -1.124 -0.214 0.838 -0.320
C -0.507 -1.385 1.387 -0.710
C -2.027 1.257 -1.469 -1.043
C -0.199 0.072 -0.222 -0.366
C -0.568 1.378 -0.944 -0.506
H -0.218 -2.225 0.733 0.291
H -1.270 -1.741 2.100 0.269
H 0.380 -1.059 1.955 0.291
H -2.222 0.358 -2.078 0.292
H -2.231 2.150 -2.084 0.342
H -2.718 1.256 -0.609 0.263
H -0.107 -0.709 -1.001 0.319
H 0.802 0.216 0.230 0.292
H 0.123 1.611 -1.777 0.315
H -0.522 2.218 -0.224 0.279
O 4.327 -0.710 1.027 -0.648
H 3.933 -1.241 0.298 0.318
H 4.147 -1.233 1.840 0.323

---

three:
18
Properties=species:S:1:pos:R:3:mulliken_charge:R:1 method="wB97M-V/def2-TZVPD" homo_lumo_gap_ev=11.2 smiles=CCO.CCO homo_energy_ev=-10.180
C 2.388 4.955 0.909 -0.283
O 1.345 5.412 1.782 -0.518
C 2.501 3.455 0.873 -0.877
H 3.304 5.456 1.207 0.265
H 2.166 5.382 -0.078 0.267
H 0.528 5.367 1.276 0.298
H 2.866 3.087 1.836 0.250
H 3.303 3.217 0.168 0.299
H 1.623 2.864 0.644 0.300
C -1.871 -4.943 -0.908 -0.150
O -1.620 -5.064 -2.320 -0.522
C -2.734 -3.780 -0.549 -1.156
H -0.855 -4.807 -0.528 0.232
H -2.249 -5.863 -0.470 0.265
H -1.878 -4.222 -2.715 0.298
H -2.261 -2.813 -0.714 0.372
H -2.817 -3.824 0.545 0.324
H -3.739 -3.878 -0.956 0.338

---

four:
18
Properties=species:S:1:pos:R:3:mulliken_charge:R:1 method="wB97M-V/def2-TZVPD" homo_lumo_gap_ev=4.0 homo_energy_ev=-8.793
C 0.493 1.450 -0.497 -0.950
C 1.150 0.045 -0.588 -0.533
C 0.388 -1.118 0.098 -0.377
C -0.832 -1.566 -0.622 -0.715
H -0.477 1.477 -1.004 0.309
H 1.175 2.249 -0.791 0.312
H 0.275 1.566 0.565 0.325
H 1.466 -0.186 -1.611 0.400
H 2.030 0.087 0.055 0.292
H 1.080 -1.802 0.590 0.477
H -1.515 -2.125 0.015 0.406
H -0.607 -2.035 -1.584 0.348
H -0.069 -0.566 0.982 0.201
H 1.411 0.569 3.110 0.224
O 1.324 0.443 2.151 -0.566
H -3.091 0.923 -1.040 0.237
H -1.524 -0.606 -0.842 0.217
O -2.245 0.527 -0.748 -0.608

---

Stability check: which of them is most stable? three.

---

one:
18
Properties=species:S:1:pos:R:3:mulliken_charge:R:1 method="wB97M-V/def2-TZVPD" homo_lumo_gap_ev=10.6 smiles=CCO.CCO homo_energy_ev=-9.822
C 15.339 -24.415 -15.315 -1.017
C 14.183 -23.431 -15.086 -0.163
O 13.253 -23.470 -16.151 -0.507
H 15.553 -24.511 -16.382 0.288
H 15.016 -25.430 -15.055 0.276
H 16.236 -24.172 -14.750 0.337
H 14.533 -22.404 -14.990 0.319
H 13.732 -23.688 -14.118 0.201
H 12.982 -24.391 -16.278 0.356
C 12.127 -28.477 -17.740 -0.991
C 12.479 -27.052 -18.170 -0.297
O 12.380 -26.141 -17.094 -0.529
H 11.994 -29.191 -18.551 0.353
H 11.181 -28.453 -17.190 0.291
H 12.872 -28.871 -17.043 0.259
H 11.766 -26.826 -18.976 0.247
H 13.480 -26.952 -18.580 0.304
H 11.451 -25.988 -16.890 0.272

---

two:
18
Properties=species:S:1:pos:R:3:mulliken_charge:R:1 method="wB97M-V/def2-TZVPD" homo_lumo_gap_ev=10.3 smiles=CCO.CCO homo_energy_ev=-9.611
O -0.284 -1.018 1.127 -0.548
C -0.180 -2.300 -0.917 -0.939
C -1.107 -1.656 0.216 -0.211
H 0.063 -1.741 1.692 0.302
H 0.714 -1.724 -1.205 0.259
H -0.844 -2.382 -1.794 0.305
H 0.136 -3.315 -0.619 0.313
H -1.723 -0.872 -0.264 0.249
H -1.797 -2.391 0.674 0.307
O -0.620 1.775 1.218 -0.532
C 1.455 1.804 -0.111 -0.804
C -0.037 2.354 0.031 -0.281
H -0.673 0.802 1.109 0.286
H 2.044 2.371 0.629 0.257
H 1.873 1.995 -1.114 0.299
H 1.553 0.728 0.111 0.210
H -0.033 3.455 0.142 0.297
H -0.539 2.114 -0.926 0.229

---

Stability check: which of them is most stable? one.